(1)
Computed, not measured: C6H13Cl2N2O as an isolated structure at a distorted geometry, with the ωB97M-V functional and the def2-TZVPD basis.

The HOMO-LUMO gap comes out at 10.33 eV. As for the charge: +1.

```
24
C6H13Cl2N2O, DFT the ωB97M-V functional and the def2-TZVPD basis
Cl -1.032 -0.852 -3.166
Cl 0.235 -2.894 -1.420
O 2.268 -0.946 1.114
N -0.343 1.114 -1.064
N 0.024 -0.315 0.865
C -0.759 -1.552 -1.580
C 0.145 -0.164 -0.506
C 1.166 -1.000 1.558
C 0.961 1.864 -1.288
C 0.694 -1.544 2.903
C -1.481 1.623 -0.222
H 1.495 -1.769 3.613
H 0.322 -2.542 2.616
H -0.738 0.907 -2.029
H 0.672 2.773 -1.835
H -0.095 -0.884 3.351
H -1.118 1.548 0.801
H 1.533 1.070 -1.853
H -2.292 0.927 -0.568
H -1.620 -1.613 -1.029
H -1.995 2.610 -0.420
H 1.232 -0.202 -0.735
H -0.856 -0.294 1.344
H 1.583 2.134 -0.451
```

Results of the natural (NBO) charge analysis, in e, for atoms 1 through 2:
1. Cl 0.037
2. Cl 0.105


(2)
Computed, not measured: a 2-piece molecular cluster, C12H19NO2 overall at a distorted geometry, with the ωB97M-V functional and the def2-TZVPD basis.

As for the energy relative to the best compared isomer or geometry (same formula, charge and spin): 2.8397 eV. The structure (SMILES) is CCN(C)C(C)=O.Cc1ccc(O)cc1. The HOMO-LUMO gap comes out at 8.83 eV. As for the charge: 0.

```
34
C12H19NO2, DFT the ωB97M-V functional and the def2-TZVPD basis
O 0.147 -0.390 -2.088
O -1.424 -3.254 -0.443
N -0.512 -1.990 1.152
C 1.297 3.032 -2.192
C 1.197 -1.952 2.942
C -0.534 -3.098 0.398
C 0.670 -1.352 1.698
C 1.202 1.668 -2.487
C 0.313 5.039 -1.137
C 0.170 -4.466 0.691
C -1.909 -1.267 1.306
C 0.213 3.616 -1.563
C 0.123 0.966 -2.039
C -1.027 1.621 -1.590
C -1.068 3.004 -1.467
H 1.488 -1.453 0.994
H -0.584 -0.860 -1.648
H 1.334 5.310 -0.766
H 2.216 -1.471 3.369
H 0.743 -1.716 3.878
H 0.625 -4.444 1.604
H 2.033 3.677 -2.566
H 0.110 5.632 -2.015
H 0.666 -5.123 -0.034
H -2.683 -1.992 1.455
H -0.603 -5.247 0.770
H 0.475 -0.316 1.723
H -2.077 -0.794 2.379
H 2.047 1.231 -3.048
H -1.945 -0.517 0.504
H 1.454 -3.009 2.938
H -1.781 1.005 -1.113
H -1.926 3.555 -1.203
H -0.451 5.355 -0.404
```

Results of the natural (NBO) charge analysis, in e, for atoms 1 through 2:
1. O -0.687
2. O -0.641


(3)
Computed, not measured: C23H23N3O3S in the gas phase, with the ωB97M-V functional and the def2-TZVPD basis.

As for the energy relative to the best compared isomer or geometry (same formula, charge and spin): 1.2155 eV. The structure (SMILES) is COc1cccc(C(=O)Nc2ccc(N3CCN(C(=O)c4cccs4)CC3)cc2)c1. The HOMO-LUMO gap comes out at 7.95 eV. As for the charge: 0.

```
53
C23H23N3O3S, DFT the ωB97M-V functional and the def2-TZVPD basis
S -0.007 -1.298 6.203
O 0.593 1.538 -6.899
O 2.713 -2.663 3.727
O -0.378 4.692 -2.841
N -0.649 3.125 -1.267
N 0.500 -2.704 3.318
N -0.728 -1.996 1.001
C 0.053 0.779 -1.279
C 2.089 -0.015 6.915
C -1.577 -2.346 2.107
C -1.204 0.683 -5.673
C -0.571 3.522 -2.567
C -1.836 1.580 -3.537
C 1.632 2.473 -7.070
C 1.407 -1.429 5.202
C 0.807 -0.255 7.294
C -0.656 1.836 -0.716
C -0.787 2.486 -3.617
C -0.693 -0.718 0.478
C -0.842 -2.176 3.448
C 0.021 -0.472 -0.702
C 1.585 -2.300 4.027
C 2.434 -0.693 5.732
C 0.436 -2.858 0.876
C 0.038 2.514 -4.737
C -1.359 1.607 0.462
C -1.376 0.359 1.051
C -2.035 0.682 -4.572
C -0.160 1.607 -5.769
C 0.704 -3.595 2.196
H 1.741 -3.931 2.228
H 1.309 -2.247 0.634
H -0.664 3.891 -0.604
H 0.820 3.256 -4.771
H -0.788 -1.113 3.697
H 0.630 0.935 -2.177
H 0.047 -4.463 2.306
H 1.253 3.499 -7.072
H -2.481 -1.739 2.095
H -1.923 0.242 1.973
H 0.290 -3.594 0.073
H 3.403 -0.655 5.268
H -1.895 2.421 0.927
H 2.073 2.248 -8.040
H 2.765 0.617 7.462
H -2.496 1.583 -2.683
H -1.884 -3.389 1.979
H -1.392 -2.695 4.244
H 0.554 -1.276 -1.185
H 2.397 2.370 -6.293
H 0.280 0.118 8.151
H -2.849 -0.026 -4.519
H -1.346 -0.014 -6.484
```

Results of the natural (NBO) charge analysis, in e, for atoms 1 through 2:
1. S 0.441
2. O -0.492


(4)
Computed, not measured: C2H2O2 in the gas phase at a distorted geometry, with the ωB97M-V functional and the def2-TZVPD basis.

As for the energy relative to the best compared isomer or geometry (same formula, charge and spin): 4.6886 eV. The structure (SMILES) is C#COO. The HOMO-LUMO gap comes out at 10.29 eV. As for the charge: 0.

```
6
C2H2O2, DFT the ωB97M-V functional and the def2-TZVPD basis
O -0.274 1.385 0.654
O 0.417 1.029 -0.565
C -0.352 -1.350 -0.551
C 0.214 -0.275 -0.723
H 0.432 1.583 1.368
H -0.437 -2.372 -0.184
```

Results of the natural (NBO) charge analysis, in e, for atoms 1 through 2:
1. O -0.423
2. O -0.240


(5)
Computed, not measured: an isolated ion of composition C3H5O6S and charge -1 at a distorted geometry, with the ωB97M-V functional and the def2-TZVPD basis.

As for the energy relative to the best compared isomer or geometry (same formula, charge and spin): 0.0000 eV. The HOMO-LUMO gap comes out at 8.68 eV. As for the charge: -1.

```
15
C3H5O6S, DFT the ωB97M-V functional and the def2-TZVPD basis
S -2.552 0.419 0.472
O 1.825 -1.825 0.032
O -0.627 -1.431 -0.939
O -2.358 1.507 -0.545
O 0.026 0.777 -1.099
O -3.024 -0.814 -0.230
O -0.943 0.030 0.954
C -0.039 -0.367 -0.359
C 1.361 -0.720 0.148
C 2.100 0.432 0.765
H 1.905 1.327 0.183
H -1.624 -1.296 -0.865
H 1.701 0.582 1.765
H -0.915 1.163 -1.095
H 3.164 0.215 0.813
```

Results of the natural (NBO) charge analysis, in e, for atoms 1 through 2:
1. S 1.697
2. O -0.520


(6)
Computed, not measured: C21H22FN3O3S in the gas phase, with the ωB97M-V functional and the def2-TZVPD basis.

As for the energy relative to the best compared isomer or geometry (same formula, charge and spin): 0.0462 eV. The structure (SMILES) is COc1ccc(CCN2C(=S)N(C)C(=O)[C@@H]2CC(=O)Nc2ccc(F)cc2)cc1. The HOMO-LUMO gap comes out at 9.09 eV. As for the charge: 0.

```
51
C21H22FN3O3S, DFT the ωB97M-V functional and the def2-TZVPD basis
S 0.408 2.630 1.379
F 7.170 -0.120 0.797
O -0.015 -2.254 0.831
O 1.627 0.558 -2.519
O -5.850 -1.809 0.791
N 2.122 -1.179 -1.120
N 0.298 -0.039 1.331
N -0.659 0.948 -0.406
C -5.099 -0.752 0.380
C 3.415 -0.874 -0.677
C -3.463 1.432 -0.251
C -2.522 2.548 -0.603
C -6.714 -2.424 -0.133
C 1.045 -0.171 2.554
C 5.232 -1.458 0.795
C 4.139 0.218 -1.146
C 5.935 -0.367 0.313
C -5.093 -0.227 -0.908
C -0.833 -0.465 -0.636
C 3.969 -1.706 0.296
C -0.164 -1.077 0.591
C -1.232 1.983 -1.226
C -4.281 -0.172 1.351
C -0.133 -0.957 -1.919
C -4.278 0.852 -1.210
C 1.304 -0.438 -1.914
C -3.479 0.904 1.037
C 5.403 0.473 -0.648
C 0.000 1.183 0.741
H -1.436 1.557 -2.208
H -4.284 1.248 -2.216
H -0.493 2.782 -1.332
H 1.729 -2.009 -0.695
H -2.978 3.231 -1.320
H 5.976 1.316 -0.999
H -1.897 -0.735 -0.670
H 3.709 0.864 -1.893
H 2.082 0.132 2.394
H -0.169 -2.046 -1.938
H -4.298 -0.585 2.347
H 3.401 -2.549 0.665
H -7.213 -3.221 0.415
H -6.163 -2.855 -0.975
H 1.004 -1.214 2.858
H 5.672 -2.093 1.547
H -2.857 1.346 1.802
H -2.258 3.109 0.294
H -0.642 -0.562 -2.799
H -7.465 -1.721 -0.511
H 0.607 0.467 3.321
H -5.717 -0.645 -1.682
```

Results of the natural (NBO) charge analysis, in e, for atoms 1 through 2:
1. S -0.176
2. F -0.325